1.
{"formula": "C5H5F6O3S", "method": "the ωB97M-V functional and the def2-TZVPD basis", "symbols": ["S", "F", "F", "F", "F", "F", "F", "O", "O", "O", "C", "C", "C", "C", "C", "H", "H", "H", "H", "H"], "coordinates": [[-4.1017, -0.4263, -1.3025], [-2.0791, -1.8463, 1.1277], [0.7714, -1.6819, -2.3112], [-0.9390, -0.6259, -3.0798], [-0.4729, -3.1727, 0.6206], [-2.4251, -3.2389, -0.4502], [-1.0043, -2.7268, -2.6781], [-3.9574, 0.8506, -2.0130], [-4.0503, -0.4635, 0.0965], [-4.7545, -1.4929, -2.0410], [-1.4762, -2.3930, 0.1002], [0.4896, 0.1457, 0.6594], [-0.7269, 0.0487, -0.2559], [-0.5821, -1.5953, -2.1436], [-1.0333, -1.3352, -0.7998], [1.1083, -0.8011, 0.3675], [-0.5062, 0.6343, -1.1964], [0.1172, -0.1065, 1.6224], [0.9255, 1.1172, 0.4589], [-1.6289, 0.4944, 0.3017]], "forces_ev_per_angstrom": [[0.0326, 0.6295, -3.6535], [-0.4521, 0.3406, 1.9906], [1.2385, 0.3955, 0.0270], [0.1706, 0.0728, 0.4637], [-0.1450, -0.7038, 0.0393], [0.9175, -0.3393, 0.3477], [-0.8091, -1.4320, -0.2823], [0.0937, -1.8291, 1.2344], [-0.2940, 0.1705, 1.7530], [0.8279, 0.8567, 0.8533], [-0.2025, 0.4962, -1.9075], [0.2740, -2.6447, -1.7647], [-1.0161, 0.4619, -0.9101], [-0.2709, 0.4030, -0.3677], [-1.5939, 1.1467, -0.4288], [-0.2496, 2.1530, 0.4467], [-0.5354, -0.1859, 1.1286], [0.2251, 0.5192, 1.3100], [0.6281, -0.0604, 0.7946], [1.1604, -0.4504, -1.0743]], "total_charge": -1, "e_above_lowest_kcal_mol": 15.38, "orbital_gap_ev": [6.31, 6.31], "largest_force_ha_per_bohr": 0.072}

2.
{"formula": "C5H5FLiO4Sm", "method": "the ωB97M-V functional and the def2-TZVPD basis", "symbols": ["Sm", "F", "O", "O", "O", "O", "C", "C", "C", "C", "C", "Li", "H", "H", "H", "H", "H"], "coordinates": [[0.6169, 1.4124, -1.5525], [1.5339, 2.2503, 0.3756], [-2.8569, 0.9941, -1.9542], [2.3672, 0.1000, -0.8834], [-3.4041, -0.6514, -0.4980], [-1.3290, 0.0436, -0.6101], [-2.7035, -1.4427, 0.3929], [2.4667, 1.4217, 1.0319], [-2.5981, 0.2054, -1.1052], [-1.3275, -0.9010, 0.4954], [2.7464, 0.2790, 0.3906], [3.2235, -1.1449, -1.9374], [-1.1071, -0.3323, 1.4113], [-3.2851, -1.9391, 1.1653], [-0.4668, -1.6313, 0.3613], [2.7233, 1.7767, 2.0221], [3.4000, -0.4405, 0.8945]], "forces_ev_per_angstrom": [[-0.2202, 0.9987, -1.2347], [0.2842, 0.5655, 0.2745], [0.1632, -1.3820, 1.4527], [-0.5599, -0.9233, -0.9859], [0.1523, -5.0747, 3.9321], [0.2602, -0.6866, 0.8193], [-1.8456, 4.7746, -1.0271], [-0.0285, -1.3448, 0.4254], [1.6897, 3.3173, -3.0888], [0.9181, -0.6516, -1.6336], [0.7753, 1.3914, 1.2809], [0.5656, -0.1714, 0.0248], [-0.5749, -0.3675, 0.4366], [-0.2783, -1.0204, -0.4097], [-1.1228, 0.4468, 0.1796], [-0.0255, -0.0164, -0.2088], [-0.1529, 0.1444, -0.2372]], "total_charge": 3, "orbital_gap_ev": [4.36, 4.69], "largest_force_ha_per_bohr": 0.125, "spin_multiplicity": 7}

3.
{"formula": "C5H5FLiO4Sr", "method": "the ωB97M-V functional and the def2-TZVPD basis", "symbols": ["Sr", "F", "O", "O", "O", "O", "C", "C", "C", "C", "C", "Li", "H", "H", "H", "H", "H"], "coordinates": [[0.4542, 1.6423, -1.6701], [1.5641, 2.3437, 0.1832], [-2.9476, 0.7951, -1.8547], [-3.1005, -0.9536, -0.4028], [1.9605, 0.1166, -1.0365], [-1.2462, 0.1885, -0.5285], [-2.2085, -1.5658, 0.4594], [2.1301, 0.0935, 0.3209], [-2.5259, 0.0717, -1.0134], [-1.0430, -0.7371, 0.5621], [2.3907, 1.3801, 0.7963], [2.8072, -1.1215, -2.0851], [2.1508, -0.5925, 1.1779], [2.7386, 1.6990, 1.7725], [-2.6269, -2.2560, 1.1860], [0.4209, -1.0047, 0.6870], [-0.9184, -0.0992, 1.4456]], "forces_ev_per_angstrom": [[-1.6349, 0.7977, -1.0778], [1.4350, 1.1447, -0.0388], [0.3157, -0.2043, 0.1992], [-0.1624, -0.4677, 0.0390], [-0.4712, -2.6432, 0.1258], [0.9398, 0.2028, -0.0745], [-0.3774, -0.6896, 0.4162], [2.2546, 5.2190, 1.1298], [-0.2123, 0.1689, -0.3775], [4.0962, 1.3020, 1.1430], [-1.9774, -2.9849, 0.9401], [0.2446, -0.1939, 0.2062], [0.6935, -1.2254, -1.3529], [-0.2531, 0.0930, -0.1454], [0.1472, 0.1679, -0.3241], [-4.3019, -0.4193, -1.1030], [-0.7362, -0.2678, 0.2947]], "total_charge": 2, "e_above_lowest_kcal_mol": 26.22, "orbital_gap_ev": [6.83, 8.32], "largest_force_ha_per_bohr": 0.113, "spin_multiplicity": 2}

4.
{"formula": "C5H5FN2", "method": "the ωB97M-V functional and the def2-TZVPD basis", "symbols": ["F", "N", "N", "C", "C", "C", "C", "C", "H", "H", "H", "H", "H"], "coordinates": [[-1.9200, 2.0444, 1.9721], [-0.2380, -0.1927, -0.2063], [0.9008, -1.6868, -1.3960], [1.7580, -0.7309, -0.9729], [1.0633, 0.1483, -0.2743], [-0.9085, 1.4794, 1.2067], [-1.2863, 0.5194, 0.3667], [-0.3129, -1.4055, -0.9110], [-1.1911, -2.0475, -0.8411], [1.4018, 0.9800, 0.3986], [0.0583, 1.6889, 1.6022], [2.8975, -0.7702, -1.0921], [-2.2228, -0.0267, 0.1473]], "forces_ev_per_angstrom": [[0.9827, 0.0545, -0.7007], [0.0985, -2.3481, -1.7914], [-1.9291, -1.7254, -0.0303], [2.2992, -0.9326, -0.6787], [0.7255, 3.9372, 3.0690], [-3.5349, -0.3928, 1.1955], [0.9602, -0.8400, 0.4853], [1.8212, 1.0290, 0.1131], [0.2979, 0.3174, -0.5397], [-0.0927, -0.8580, -1.3614], [0.3577, 0.3518, -0.2115], [-2.1399, 0.0102, -0.1058], [0.1537, 1.3968, 0.5567]], "total_charge": 0, "e_above_lowest_kcal_mol": 33.15, "orbital_gap_ev": 9.76, "largest_force_ha_per_bohr": 0.098, "smiles": "F/C=C/n1ccnc1"}

5.
{"formula": "C5H5IN3OP", "method": "the ωB97M-V functional and the def2-TZVPD basis", "symbols": ["I", "P", "O", "N", "N", "N", "C", "C", "C", "C", "C", "H", "H", "H", "H", "H"], "coordinates": [[5.7333, -0.0208, -0.0111], [-2.0560, -1.0379, -0.0148], [0.1709, -2.8238, 0.0116], [-0.3383, -0.6631, -0.0231], [3.7484, -0.1072, -0.0036], [3.1376, -1.3068, -0.0072], [2.8855, 0.9149, 0.1689], [1.8534, -1.0050, -0.0301], [0.5486, -1.6871, -0.0060], [0.1572, 0.6585, -0.1923], [1.6163, 0.3621, 0.0867], [-0.2531, 1.3250, 0.5487], [0.2403, 1.1238, -1.1425], [3.3586, 1.9228, 0.3394], [-1.8786, -2.2648, -0.6864], [-2.0373, -1.4750, 1.2275]], "forces_ev_per_angstrom": [[0.5098, 0.0262, 0.0824], [0.5453, 1.4716, -2.4821], [0.7417, -1.4788, 0.2261], [-2.9107, 0.3600, -0.9093], [-0.7958, -1.1571, 0.9100], [0.3888, -0.6448, -0.8445], [0.1102, 2.0063, -0.2774], [0.6590, 0.3353, 0.6857], [0.3039, -0.1126, -0.3545], [2.4591, 0.3177, 2.2131], [1.1738, 0.8582, -0.0880], [-0.3741, 0.4120, 0.0471], [-1.1055, 0.1195, -1.3219], [-1.1041, -1.1312, -0.4218], [-0.3450, -0.0742, 0.2508], [-0.2564, -1.3081, 2.2845]], "total_charge": 0, "orbital_gap_ev": 8.82, "largest_force_ha_per_bohr": 0.065, "smiles": "O=C1c2nn(I)cc2CN1P"}

6.
{"formula": "C5H5IO2", "method": "the ωB97M-V functional and the def2-TZVPD basis", "symbols": ["I", "O", "O", "C", "C", "C", "C", "C", "H", "H", "H", "H", "H"], "coordinates": [[-3.2853, 0.2906, -0.3596], [-1.4769, -2.0489, 0.2242], [1.7785, 0.6370, -1.7394], [-1.5708, -0.7188, 0.4828], [-1.0773, -0.1787, 2.0362], [-0.2920, -0.0899, 0.9946], [1.0883, 0.0564, 0.4317], [1.0631, -0.0273, -1.0549], [1.6853, -0.7378, 0.8059], [1.5089, 0.8502, 0.8956], [-1.1598, -0.0381, 3.1172], [0.4240, -0.8586, -1.2567], [-2.1062, -2.4460, 0.8852]], "forces_ev_per_angstrom": [[0.6633, -0.2432, 0.0378], [-1.5689, -1.1187, 1.0349], [-0.2216, -0.0142, -1.1339], [1.4774, 2.1758, 3.7670], [-0.2530, -0.4690, -2.6725], [-0.8492, -0.5821, -0.4297], [-2.4020, -0.9853, 0.2749], [1.3182, 0.6056, 1.8628], [0.4688, -1.3518, 0.1363], [1.5506, 3.1030, 0.7306], [-0.1991, -0.2713, -0.5988], [-0.7972, -0.7628, -1.7681], [0.8128, -0.0860, -1.2414]], "total_charge": 0, "e_above_lowest_kcal_mol": 44.30, "orbital_gap_ev": 9.39, "largest_force_ha_per_bohr": 0.089, "smiles": "O=CCC1=C[C@@]1(O)I"}

7.
{"formula": "C5H5N", "method": "the ωB97M-V functional and the def2-TZVPD basis", "symbols": ["N", "C", "C", "C", "C", "C", "H", "H", "H", "H", "H"], "coordinates": [[0.0217, 0.3254, 1.4084], [1.6497, -1.3179, -1.6081], [-0.6222, 1.0569, 2.3491], [0.6651, -1.0796, -2.5681], [0.4800, -0.6663, -1.1434], [-0.2221, 0.0261, 0.0189], [-1.1823, 0.5512, -0.2267], [2.6260, -1.7289, -1.4434], [-1.4182, 1.6589, 2.0271], [-0.0398, -1.2003, -3.3656], [-0.2858, 1.0987, 3.4669]], "forces_ev_per_angstrom": [[0.8229, -0.2712, 2.2725], [-2.5327, 0.6087, -2.8459], [3.2324, -2.9820, -2.8238], [0.9202, -0.0322, 5.1187], [-1.1957, 2.5144, 4.5980], [-0.8184, 0.6081, -2.3192], [0.6886, -0.9013, -0.8222], [0.1104, -0.1050, 0.0616], [-1.4896, 0.9699, -0.1085], [0.6057, -0.0772, -0.6996], [-0.3437, -0.3322, -2.4317]], "total_charge": 0, "e_above_lowest_kcal_mol": 150.14, "orbital_gap_ev": 7.62, "largest_force_ha_per_bohr": 0.105, "smiles": "C=NC=C1C=C1"}

8.
{"formula": "C5H5N", "method": "the ωB97M-V functional and the def2-TZVPD basis", "symbols": ["N", "C", "C", "C", "C", "C", "H", "H", "H", "H", "H"], "coordinates": [[-0.1905, -2.4336, -0.6884], [-0.1883, -0.0806, 1.3933], [-1.1873, -0.3821, 0.2711], [-0.9084, -1.6643, -0.2353], [1.0539, 1.0321, -0.6926], [0.1710, 0.3275, 0.1855], [-0.1733, -0.3707, 2.4384], [0.5139, 1.9503, -0.9813], [1.0077, 0.2896, -1.6344], [-2.0834, 0.1552, 0.0770], [1.9847, 1.1766, -0.1334]], "forces_ev_per_angstrom": [[-0.1022, -1.5476, -0.3971], [-0.3121, 0.6851, -1.8939], [1.5849, 1.0908, 0.5228], [0.0603, -0.6636, -1.0906], [-0.7845, -1.5239, -2.2315], [-2.0414, -0.4601, 4.6515], [0.4716, 0.3897, -0.3572], [0.6997, -0.1150, -0.0438], [1.1057, 1.9067, 1.6644], [-0.7775, 0.1142, 0.1293], [0.0953, 0.1238, -0.9539]], "total_charge": 0, "e_above_lowest_kcal_mol": 82.48, "orbital_gap_ev": 10.65, "largest_force_ha_per_bohr": 0.099, "smiles": "CC1=C[C@@H]1C#N"}

9.
{"formula": "C5H5N", "method": "the ωB97M-V functional and the def2-TZVPD basis", "symbols": ["N", "C", "C", "C", "C", "C", "H", "H", "H", "H", "H"], "coordinates": [[3.2487, 1.5357, 0.7650], [1.7065, -0.0660, -0.2940], [-1.6014, -0.9285, 0.5193], [0.4789, -0.2071, -0.4472], [-0.8003, -0.1382, -0.4426], [2.4272, 0.8044, 0.2785], [-2.0290, -1.7887, -0.0049], [1.6356, 2.2018, 0.8409], [-2.4176, -0.3016, 0.8746], [-1.2151, 0.2860, -1.3406], [-1.0330, -1.2865, 1.3857]], "forces_ev_per_angstrom": [[-2.3943, 2.8011, 1.0226], [1.1377, -2.1475, -1.1623], [-0.8437, -0.1289, 0.2677], [-0.4799, 0.2852, 0.0980], [-0.7995, -0.4591, -0.6586], [0.9074, 0.1487, 0.1132], [-0.1056, -0.0150, 0.2407], [3.3939, -0.6455, 0.2826], [-0.2059, -0.1824, 0.1947], [-0.6020, 0.1870, -0.0752], [-0.0081, 0.1564, -0.3234]], "total_charge": 0, "e_above_lowest_kcal_mol": 166.12, "orbital_gap_ev": [6.30, 6.26], "largest_force_ha_per_bohr": 0.074}

10.
{"formula": "C5H5N", "method": "the ωB97M-V functional and the def2-TZVPD basis", "symbols": ["N", "C", "C", "C", "C", "C", "H", "H", "H", "H", "H"], "coordinates": [[1.7392, 1.8526, 1.0796], [-2.2893, -2.3946, -0.3173], [0.3751, 0.2999, -0.2731], [-0.4720, -0.5701, -0.3248], [-1.4067, -1.5509, -0.3093], [1.2558, 1.4859, -0.2348], [2.1039, 1.4280, -0.9614], [-3.0061, -3.2222, -0.2681], [0.9241, 1.8142, 1.7304], [2.3951, 1.0651, 1.3564], [0.6311, 2.3251, -0.6590]], "forces_ev_per_angstrom": [[0.3875, -1.5150, 1.0654], [0.7662, 0.2686, 0.1839], [-0.5068, -0.4807, -0.3806], [1.5732, 1.4348, 0.2540], [-2.2055, -2.0042, -0.1304], [-0.6586, 0.8514, -1.5293], [-0.5756, -0.3101, 0.6791], [0.7107, 0.9712, -0.1122], [1.0635, 0.0172, -0.5327], [-1.0966, 1.4038, -0.0142], [0.5420, -0.6371, 0.5170]], "total_charge": 0, "e_above_lowest_kcal_mol": 85.49, "orbital_gap_ev": 10.09, "largest_force_ha_per_bohr": 0.058, "smiles": "C#CC#CCN"}

11.
{"formula": "C5H5N", "method": "the ωB97M-V functional and the def2-TZVPD basis", "symbols": ["N", "C", "C", "C", "C", "C", "H", "H", "H", "H", "H"], "coordinates": [[-1.1985, 0.8299, 0.2146], [1.3219, 0.7909, -0.0706], [-1.1974, -0.4570, 0.0094], [0.0418, -1.1786, -0.0340], [1.2452, -0.5252, 0.2431], [0.0351, 1.4726, 0.0009], [0.1346, -2.2012, 0.1061], [0.0343, 1.9564, -1.0593], [0.2085, 2.2257, 0.7788], [2.0424, -1.2514, 0.3223], [-2.1841, -0.9455, -0.1006]], "forces_ev_per_angstrom": [[-1.0355, -1.5574, -0.5967], [0.7693, 0.9151, -0.0585], [-0.4072, 1.1381, -0.1905], [0.8647, 1.9747, 1.1963], [-1.2222, -2.8120, -0.8613], [0.9862, 1.3124, -1.3006], [-0.5682, -2.0854, -0.5912], [-0.5267, -0.1346, 1.7812], [-0.2872, 0.6876, -0.3892], [0.7219, 0.4852, 0.5532], [0.7049, 0.0764, 0.4572]], "total_charge": 0, "e_above_lowest_kcal_mol": 108.66, "orbital_gap_ev": [7.21, 6.86], "largest_force_ha_per_bohr": 0.062}

12.
{"formula": "C5H5N", "method": "the ωB97M-V functional and the def2-TZVPD basis", "symbols": ["N", "C", "C", "C", "C", "C", "H", "H", "H", "H", "H"], "coordinates": [[3.3572, 1.6438, 0.6599], [2.4362, 0.9333, 0.2630], [0.2834, -0.0607, -0.3754], [1.5212, 0.1745, -0.1953], [-1.7372, -1.0682, 0.4879], [-0.9888, -0.2408, -0.4985], [2.8248, 2.4292, 1.0220], [-2.0590, -1.9740, -0.0267], [-1.4212, 0.1693, -1.3993], [-2.6026, -0.5112, 0.8394], [-1.1160, -1.3511, 1.3475]], "forces_ev_per_angstrom": [[-0.4949, -0.3238, -0.2389], [0.6159, -0.0137, -0.0704], [0.4928, 0.0376, -0.0898], [-0.0751, -0.1375, -0.0187], [-0.2821, -0.1193, 0.0265], [0.2464, -0.0923, -0.2124], [0.5691, 0.8697, 0.5671], [-0.2579, -0.1056, 0.2430], [-0.4711, -0.0731, -0.0241], [-0.1982, -0.1782, 0.1246], [-0.1449, 0.1364, -0.3069]], "total_charge": 0, "e_above_lowest_kcal_mol": 80.96, "orbital_gap_ev": 8.71, "largest_force_ha_per_bohr": 0.023, "smiles": "CC=C=C=C=N"}